Entry 1:
Here is a 8-piece molecular cluster, C11H30Cl2F9N4O7S overall from the OMol25 dataset. Energies are from ωB97M-V/def2-TZVPD.

## Properties
LUMO   -9.0 eV
F_max   6.49 eV/A
ΔE to the lowest compared entry with this formula, charge and spin   112.7 kcal/mol
Charge   +3

Cartesian coordinates (Å):
N (-6.785, -0.597, -1.105)
H (-7.027, -1.132, -0.283)
H (-5.811, -0.334, -1.078)
H (-7.524, 0.090, -1.047)
H (-6.948, -1.179, -1.914)
N (3.532, 2.505, -6.682)
H (3.088, 1.903, -7.360)
H (3.301, 2.106, -5.783)
H (3.170, 3.444, -6.760)
H (4.524, 2.553, -6.871)
N (-3.174, -5.943, -5.142)
H (-2.974, -6.001, -6.130)
H (-4.060, -5.460, -5.195)
H (-2.496, -5.319, -4.727)
H (-3.345, -6.865, -4.767)
N (-3.088, 0.350, -7.197)
H (-3.794, 0.350, -7.919)
H (-3.392, -0.461, -6.677)
H (-3.193, 1.182, -6.633)
H (-2.152, 0.288, -7.571)
C (0.890, -1.865, 0.455)
F (1.968, -2.692, 0.139)
F (-0.002, -2.593, 0.908)
F (1.289, -0.921, 1.259)
S (0.193, -0.955, -1.207)
O (-0.855, -0.066, -0.761)
O (1.355, -0.356, -1.814)
O (-0.280, -2.050, -2.037)
C (-6.431, 7.237, 1.109)
C (-5.935, 6.849, -0.237)
O (-6.768, 7.339, -1.241)
C (-7.832, 6.675, -1.657)
O (-8.236, 5.567, -1.204)
C (-8.651, 7.499, -2.603)
F (-9.779, 6.865, -2.839)
F (-8.941, 8.730, -2.129)
F (-7.976, 7.695, -3.757)
H (-7.432, 6.892, 1.368)
H (-6.361, 8.323, 1.178)
H (-5.792, 6.951, 1.944)
H (-5.777, 5.771, -0.271)
H (-4.945, 7.260, -0.434)
C (9.879, -1.711, 1.963)
C (8.412, -2.140, 1.913)
O (8.264, -3.554, 2.090)
C (8.096, -4.107, 3.407)
O (8.205, -3.431, 4.459)
C (7.922, -5.658, 3.296)
F (7.641, -6.060, 2.057)
F (8.986, -6.383, 3.664)
F (6.904, -6.053, 4.047)
H (10.393, -2.111, 1.089)
H (10.527, -1.956, 2.804)
H (9.766, -0.647, 1.755)
H (8.215, -1.646, 0.962)
H (7.840, -1.536, 2.618)
Cl (0.800, -2.408, 9.693)
C (2.496, -2.833, 9.156)
C (3.447, -2.721, 10.356)
Cl (3.819, -4.239, 11.279)
H (2.765, -2.100, 8.396)
H (2.506, -3.812, 8.677)
H (3.130, -1.969, 11.078)
H (4.430, -2.556, 9.914)

***

Entry 2:
Here is one molecule with the formula C3H4OS2 from the OMol25 dataset. Energies are from ωB97M-V/def2-TZVPD.

## Properties
LUMO   0.5 eV
F_max   3.69 eV/A
ΔE to the lowest compared entry with this formula, charge and spin   5.6 kcal/mol

Cartesian coordinates (Å):
O (-1.902, 0.394, -1.229)
C (-0.897, 0.141, -0.578)
S (-0.368, 1.166, 0.798)
C (1.230, 0.417, 1.164)
C (1.151, -0.980, 0.647)
S (0.373, -1.109, -0.949)
H (1.499, 0.567, 2.234)
H (1.939, 0.930, 0.553)
H (2.219, -1.330, 0.720)
H (0.567, -1.706, 1.328)

***

Entry 3:
Here is a 2-piece molecular cluster, C6H13O2S overall from the OMol25 dataset. Energies are from ωB97M-V/def2-TZVPD.

## Properties
LUMO   3.7 eV
F_max   2.46 eV/A
ΔE to the lowest compared entry with this formula, charge and spin   87.3 kcal/mol
Charge   -1

Cartesian coordinates (Å):
C (-1.852, 1.202, 1.296)
C (-2.778, 1.689, 0.218)
C (-1.687, 2.171, 2.444)
C (2.032, -3.430, -0.734)
C (2.720, -1.567, -2.147)
C (1.649, -2.312, -1.354)
O (0.705, 0.772, 1.633)
O (-0.467, -0.389, -0.276)
S (-0.368, 0.732, 0.655)
H (-2.692, 1.136, -0.744)
H (-3.786, 1.492, 0.494)
H (-2.857, 2.721, -0.134)
H (-1.459, 3.229, 2.171)
H (-0.787, 1.822, 2.969)
H (-2.485, 2.328, 3.177)
H (-0.057, 1.831, -0.288)
H (1.369, -4.013, -0.195)
H (3.096, -3.633, -0.754)
H (3.055, -0.500, -1.762)
H (2.287, -1.307, -3.098)
H (3.673, -2.120, -2.217)
H (0.688, -1.853, -1.354)